The molecule C7H8FN3 in a non-equilibrium geometry. Source: the Open Molecules 2025 dataset; level of theory: wB97M-V/def2-TZVPD.

Each line ends with the Mulliken charge.
Cartesian coordinates (Å):
C (2.26601, 0.60775, -0.36940)  0.344
C (-0.11480, -0.23379, -0.46464)  0.073
C (-0.88650, -1.33400, -0.86361)  -0.571
C (-2.16135, -1.48529, -0.40953)  -0.388
C (-2.72317, -0.57322, 0.45130)  0.123
C (-1.97010, 0.51199, 0.86067)  -0.384
C (-0.71111, 0.73903, 0.37029)  -0.090
H (2.83837, 1.07325, 1.52884)  0.230
H (1.50482, 0.02359, 1.41708)  0.338
H (3.83570, 1.59183, -0.56572)  0.220
H (1.23415, -0.05893, -1.98420)  0.287
H (-0.42146, -2.06356, -1.49186)  0.442
H (-2.77340, -2.32648, -0.65325)  0.403
H (-2.44685, 1.19957, 1.58253)  0.350
H (-0.11244, 1.57474, 0.80541)  0.371
N (2.35678, 0.36646, 0.98853)  -0.467
N (3.06364, 1.25469, -1.16106)  -0.701
N (1.19065, -0.10875, -0.97570)  -0.266
F (-3.96895, -0.75888, 0.93432)  -0.312

The calculation puts the LUMO energy at 0.77 eV. The HOMO energy comes out at -8.571 eV. Its net charge is 0. The energy relative to the best compared isomer or geometry (same formula, charge and spin) is 0.000 eV. The total energy comes out at -14576.63929 eV. The HOMO-LUMO gap is 0.34317 Ha. Its molar mass is 153.160 g/mol. The SMILES is [H]/N=C(\N)Nc1ccc(F)cc1. Its strongest force on any atom is 0.0413 Eh/bohr.